No. 1
ORCA calculation (ωB97M-V with the def2-TZVPD basis set) on a structure of composition C21H54CaCuN3O9 in a non-equilibrium geometry.

Its total energy is -108620.6146 eV. Its HOMO energy is -6.0 eV. For the maximum force, the calculation gives 3.6 eV/A.

XYZ file:
```
89
C21H54CaCuN3O9, DFT ωB97M-V with the def2-TZVPD basis set
Cu 1.73 -2.06 -0.44
Ca -1.86 -1.66 -1.62
C 0.25 0.77 -0.78
O 0.21 -0.56 -1.26
H 0.87 0.99 0.09
H 0.67 1.48 -1.49
H -0.76 0.96 -0.42
C 1.37 -1.75 2.28
O 1.09 -2.90 1.60
H 2.21 -1.85 2.96
H 1.58 -0.86 1.69
H 0.58 -1.51 3.00
C -2.81 -1.38 1.75
O -2.55 -2.20 0.63
H -2.64 -1.95 2.66
H -2.06 -0.60 1.73
H -3.82 -0.97 1.80
C 4.22 0.34 -3.44
O 4.62 -0.70 -2.55
C 4.33 -0.34 -1.22
C 4.58 -1.60 -0.41
N 3.88 -2.85 -0.85
C 4.23 -3.92 0.11
C 4.38 -5.38 -0.22
O 5.69 -5.81 -0.67
C 5.78 -7.20 -0.83
H 4.23 -0.09 -4.44
H 5.03 1.07 -3.34
H 3.32 0.88 -3.15
H 3.29 -0.01 -1.12
H 4.93 0.54 -1.02
H 4.29 -1.27 0.59
H 5.64 -1.85 -0.35
H 4.45 -3.17 -1.62
H 3.45 -3.77 0.84
H 5.13 -3.76 0.70
H 3.67 -5.52 -1.04
H 4.12 -6.10 0.55
H 4.98 -7.58 -1.47
H 5.83 -7.92 -0.01
H 6.74 -7.41 -1.30
C 2.54 3.19 5.78
O 1.92 2.61 4.61
C 1.04 1.52 4.83
C 0.14 1.50 3.64
N -0.68 2.69 3.59
C -1.45 2.70 2.36
C -2.72 3.55 2.67
O -3.35 3.94 1.50
C -4.46 4.89 1.51
H 1.84 3.21 6.62
H 2.93 4.21 5.72
H 3.38 2.55 6.05
H 0.42 1.81 5.68
H 1.63 0.61 4.87
H -0.55 0.68 3.80
H 0.70 1.41 2.71
H -0.03 3.46 3.63
H -1.72 1.67 2.16
H -0.76 3.06 1.59
H -2.57 4.48 3.22
H -3.39 2.94 3.29
H -5.25 4.48 2.14
H -4.88 5.02 0.51
H -4.28 5.91 1.86
C -0.24 -1.60 -4.71
O -1.48 -1.45 -3.92
C -2.23 -0.28 -4.42
C -2.45 0.71 -3.26
N -3.38 0.20 -2.09
C -3.87 1.32 -1.16
C -5.02 2.13 -1.87
O -6.18 1.37 -2.16
C -7.31 2.17 -2.39
H -0.06 -2.67 -4.60
H 0.59 -1.01 -4.31
H -0.38 -1.49 -5.79
H -3.13 -0.54 -4.97
H -1.51 0.28 -5.02
H -2.87 1.63 -3.68
H -1.56 1.09 -2.76
H -4.20 -0.23 -2.50
H -3.03 1.99 -0.97
H -4.21 0.81 -0.26
H -4.50 2.63 -2.69
H -5.31 3.00 -1.29
H -7.06 2.85 -3.20
H -7.65 2.72 -1.51
H -8.24 1.75 -2.77
```

=====

No. 2
ORCA calculation (ωB97M-V with the def2-TZVPD basis set) on a structure of composition C21H54CrNO7S6 in a non-equilibrium geometry.

Its total energy is -131894.4361 eV. As for the multiplicity: 5. As for the total charge: +1. Its HOMO energy (alpha / beta) is -7.7 / -7.8 eV. Its relative energy (zero: lowest compared OMol25 entry of this formula, charge and spin) is 59.0 kcal per mole. For the maximum force, the calculation gives 4.1 eV/A.

XYZ file:
```
90
C21H54CrNO7S6, DFT ωB97M-V with the def2-TZVPD basis set
Cr 0.55 -0.18 -0.53
C -1.04 0.52 3.29
C -2.39 0.84 2.52
C -3.26 1.69 3.49
C -4.32 2.48 2.81
C -3.70 3.21 1.61
C -2.97 2.43 0.48
N -1.99 1.52 1.22
O -1.28 0.61 0.35
C -2.18 3.35 -0.50
C -4.05 1.66 -0.32
C -3.13 -0.53 2.40
H -0.46 1.43 3.44
H -0.36 -0.23 2.88
H -1.32 0.17 4.28
H -2.60 2.38 4.03
H -3.74 0.98 4.16
H -4.63 3.26 3.51
H -5.22 1.94 2.50
H -3.16 4.10 1.91
H -4.58 3.70 1.19
H -2.86 4.18 -0.68
H -1.86 2.73 -1.33
H -1.33 3.77 0.04
H -4.83 2.30 -0.72
H -4.62 0.89 0.21
H -3.50 1.10 -1.08
H -3.16 -1.24 3.23
H -2.56 -1.15 1.70
H -4.17 -0.58 2.09
C 2.47 0.84 -4.89
S 2.09 1.52 -3.17
O 0.87 0.80 -2.50
C 1.55 3.21 -3.77
H 1.52 0.40 -5.19
H 3.17 0.02 -4.77
H 2.86 1.61 -5.56
H 1.20 3.94 -3.04
H 0.59 3.04 -4.25
H 2.27 3.47 -4.55
C 3.99 -2.77 2.68
S 3.36 -1.09 2.17
O 2.13 -1.26 1.24
C 2.79 -0.36 3.78
H 5.00 -2.75 3.10
H 3.97 -3.31 1.74
H 3.30 -3.10 3.46
H 2.27 -1.08 4.40
H 2.21 0.54 3.57
H 3.66 0.15 4.20
C 0.81 -4.15 1.96
S -0.39 -2.96 1.13
O 0.26 -2.09 0.05
C -1.18 -4.30 0.08
H 1.54 -3.57 2.54
H 1.19 -4.88 1.25
H 0.24 -4.83 2.59
H -2.23 -4.07 -0.12
H -1.40 -5.22 0.62
H -0.56 -4.50 -0.80
C 2.55 -3.80 -1.57
S 2.82 -2.08 -2.22
O 2.18 -1.01 -1.31
C 4.55 -1.98 -1.61
H 2.81 -3.98 -0.53
H 3.06 -4.61 -2.08
H 1.48 -3.96 -1.69
H 5.16 -2.86 -1.84
H 4.42 -1.92 -0.53
H 4.97 -1.10 -2.09
C -0.90 -2.57 -4.78
S -1.38 -2.19 -3.04
O -0.36 -1.37 -2.20
C -2.74 -0.99 -3.32
H -1.76 -3.15 -5.12
H -0.06 -3.26 -4.85
H -0.83 -1.74 -5.49
H -3.61 -1.51 -3.72
H -2.35 -0.21 -3.97
H -3.13 -0.54 -2.41
C 2.58 3.76 -0.30
S 2.42 2.54 1.07
O 1.78 1.31 0.40
C 1.09 3.47 1.96
H 1.63 4.17 -0.64
H 3.33 3.39 -0.99
H 3.02 4.67 0.13
H 0.09 3.17 1.67
H 1.12 4.56 1.97
H 1.26 3.24 3.01
```

=====

No. 3
ORCA calculation (ωB97M-V with the def2-TZVPD basis set) on a cluster of 6 separate species, C21H54O18S5 in total in a non-equilibrium geometry.

The structure (SMILES) is CCOS(C)(=O)=O.CCOS(C)(=O)=O.CCOS(C)(=O)=O.CCOS(C)(=O)=O.CCOS(C)(=O)=O.COCCOCCOC. Its total energy is -113674.1492 eV. Its HOMO energy is -9.3 eV. Its relative energy (zero: lowest compared OMol25 entry of this formula, charge and spin) is 118.8 kcal per mole. For the maximum force, the calculation gives 5.1 eV/A.

XYZ file:
```
98
C21H54O18S5, DFT ωB97M-V with the def2-TZVPD basis set
O -4.78 0.18 -0.23
S -4.49 -0.82 -1.22
O -5.04 -0.75 -2.57
O -2.86 -1.09 -1.20
C -2.25 -2.16 -1.97
C -1.53 -3.16 -1.00
C -5.08 -2.43 -0.49
H -1.65 -1.76 -2.78
H -3.04 -2.73 -2.46
H -0.90 -2.52 -0.39
H -1.02 -3.97 -1.53
H -2.20 -3.74 -0.36
H -5.21 -3.05 -1.38
H -6.02 -2.27 0.03
H -4.33 -2.85 0.18
O -3.19 6.82 -5.23
S -3.63 5.49 -4.75
O -4.63 4.71 -5.54
O -2.20 4.54 -4.47
C -2.32 3.22 -4.02
C -1.23 3.19 -2.93
C -4.15 5.56 -2.93
H -2.09 2.68 -4.94
H -3.36 3.00 -3.78
H -0.29 3.66 -3.21
H -0.87 2.18 -2.74
H -1.42 3.48 -1.90
H -5.23 5.72 -2.92
H -3.70 6.41 -2.43
H -3.96 4.65 -2.36
O 6.94 -5.82 -3.15
S 6.33 -6.12 -1.85
O 6.85 -5.57 -0.64
O 4.67 -5.85 -2.02
C 3.99 -5.91 -3.30
C 2.76 -6.82 -3.11
C 6.21 -8.00 -1.72
H 4.63 -6.24 -4.11
H 3.62 -4.94 -3.62
H 2.83 -7.86 -3.40
H 1.93 -6.34 -3.64
H 2.39 -6.91 -2.09
H 7.25 -8.31 -1.66
H 5.76 -8.37 -2.65
H 5.71 -8.28 -0.79
O 3.59 -4.17 5.13
S 3.70 -2.99 4.30
O 2.63 -2.00 4.29
O 5.12 -2.27 4.70
C 5.34 -0.95 4.09
C 5.46 -0.13 5.31
C 4.09 -3.51 2.49
H 4.55 -0.56 3.45
H 6.17 -0.92 3.38
H 5.89 0.87 5.24
H 6.23 -0.50 6.00
H 4.60 -0.09 5.97
H 3.29 -4.03 1.97
H 4.96 -4.15 2.62
H 4.38 -2.63 1.90
O 2.14 -2.46 -6.98
S 2.73 -1.14 -6.87
O 2.08 -0.05 -6.16
O 4.26 -1.27 -6.19
C 4.93 0.01 -6.10
C 5.76 0.07 -4.81
C 3.19 -0.50 -8.59
H 4.29 0.89 -6.05
H 5.61 0.06 -6.95
H 5.12 -0.15 -3.95
H 6.28 1.02 -4.83
H 6.53 -0.69 -4.93
H 3.99 -1.09 -9.03
H 3.61 0.50 -8.50
H 2.32 -0.51 -9.26
C -7.94 4.14 6.80
O -7.05 4.17 5.64
C -6.30 2.94 5.45
C -4.98 3.53 4.83
O -4.07 4.21 5.74
C -4.45 5.46 6.30
C -3.26 6.33 6.85
O -2.76 5.76 8.14
C -2.18 4.54 7.78
H -8.41 5.09 7.03
H -7.41 3.75 7.67
H -8.76 3.45 6.61
H -6.63 2.16 4.76
H -6.05 2.48 6.41
H -5.00 3.97 3.83
H -4.47 2.60 4.61
H -5.04 5.15 7.16
H -4.91 6.13 5.57
H -3.72 7.30 6.99
H -2.49 6.70 6.19
H -1.61 4.17 8.64
H -1.54 4.62 6.90
H -3.00 3.83 7.76
```